Computed, not measured: CH2INO3S as an isolated structure in a non-equilibrium geometry, with ωB97M-V/def2-TZVPD.

Structure (ORCA input):
```
! wB97M-V def2-TZVPD RIJCOSX def2/J DEFGRID3
* xyz 0 1
C 0.416 0.452 0.339
N -2.186 1.661 0.378
O -2.912 2.329 -0.222
O 0.247 3.023 0.979
O -0.138 2.317 -1.426
S -0.203 2.114 -0.023
I 2.371 0.403 -0.453
H -0.398 -0.276 0.007
H 0.452 -0.013 1.346
*
```

Relative energy (zero: lowest compared OMol25 entry of this formula, charge and spin): 201.4 kJ/mol
Frontier orbital gap (spin up / spin down): 8.2 / 8.2 eV
DFT total energy: -27633.6153 eV

---

Computed, not measured: a 2-piece molecular cluster, C17H28N3O2 overall in a non-equilibrium geometry, with ωB97M-V/def2-TZVPD.

Structure (ORCA input):
```
! wB97M-V def2-TZVPD RIJCOSX def2/J DEFGRID3
* xyz 1 1
C 4.896 -2.540 1.961
O 4.461 -2.636 0.586
C 4.852 -1.486 -0.197
C 4.575 -0.066 0.495
C 2.979 0.105 0.659
C 2.570 1.252 1.713
C 1.569 2.285 0.999
C 0.204 1.581 0.446
C -0.724 1.336 1.736
C -1.651 0.042 1.656
C -1.402 -1.402 2.204
N -2.610 -2.138 1.878
O -2.916 -3.440 2.153
C -3.612 -1.357 1.183
N -2.994 -0.067 1.073
C -3.717 1.098 0.428
H 5.953 -2.116 2.097
H 4.891 -3.585 2.430
H 4.136 -1.917 2.575
H 4.196 -1.513 -1.151
H 5.935 -1.496 -0.563
H 4.900 0.750 -0.261
H 5.162 0.130 1.453
H 2.453 -0.876 0.924
H 2.586 0.439 -0.369
H 2.124 0.855 2.693
H 3.530 1.827 2.003
H 2.107 2.899 0.203
H 1.232 3.032 1.818
H 0.413 0.648 -0.178
H -0.273 2.382 -0.242
H -1.425 2.240 1.826
H -0.060 1.219 2.654
H -0.488 -1.789 2.760
H -3.129 -3.879 1.295
H -4.651 -1.655 0.831
H -4.459 0.740 -0.372
H -2.947 1.829 -0.013
H -4.256 1.652 1.272
N -2.404 1.723 -3.110
C -2.058 0.444 -2.892
C -2.649 -0.635 -3.529
C -3.662 -0.382 -4.444
C -4.041 0.930 -4.687
C -3.385 1.940 -4.001
H -1.263 0.298 -2.166
H -2.327 -1.647 -3.315
H -4.150 -1.200 -4.962
H -4.827 1.163 -5.394
H -3.644 2.982 -4.160
*
```

Frontier orbital gap: 8.1 eV
DFT total energy: -26636.1629 eV

---

Computed, not measured: one molecule with the formula C7H10O2 in a non-equilibrium geometry, with ωB97M-V/def2-TZVPD.

Structure (ORCA input):
```
! wB97M-V def2-TZVPD RIJCOSX def2/J DEFGRID3
* xyz 0 3
C 2.027 -1.384 -0.357
C 1.797 -0.175 0.064
C -1.825 0.329 -0.711
C -0.481 0.895 -0.965
C -1.868 -0.464 0.564
C -0.535 -0.482 1.200
C 0.471 0.438 0.302
O -1.158 -1.622 0.611
O 0.700 1.572 1.145
H 2.993 -1.654 -0.711
H 1.251 -2.148 -0.375
H 2.661 0.539 0.254
H -2.618 1.096 -0.593
H -2.145 -0.318 -1.546
H -0.054 0.596 -1.869
H -0.596 1.991 -0.923
H -2.934 -0.516 1.110
H -0.462 -0.557 2.322
H 0.511 2.367 0.642
*
```

⟨S²⟩: 2.01
Relative energy (zero: lowest compared OMol25 entry of this formula, charge and spin): 245.7 kJ/mol
Frontier orbital gap (spin up / spin down): 6.1 / 7.8 eV
DFT total energy: -11508.7333 eV

---

Computed, not measured: an isolated ion of composition C4H7NO3 and charge -2 in a non-equilibrium geometry, with ωB97M-V/def2-TZVPD.

Structure (ORCA input):
```
! wB97M-V def2-TZVPD RIJCOSX def2/J DEFGRID3
* xyz -2 1
N -1.018 -1.690 -0.088
C -0.050 -0.622 0.384
C 0.379 0.231 -0.861
C 2.009 0.036 -1.279
O 2.508 0.877 -2.212
C -1.055 0.351 1.255
O -1.977 0.807 0.653
O -0.913 0.237 2.462
H -1.512 -1.252 -0.949
H -1.731 -1.947 0.553
H 0.779 -1.116 0.856
H 0.423 1.288 -0.567
H -0.215 0.199 -1.737
H 2.541 0.388 -0.406
H 2.203 -1.078 -1.354
*
```

Relative energy (zero: lowest compared OMol25 entry of this formula, charge and spin): 187.6 kJ/mol
Frontier orbital gap: 6.0 eV
Structure (SMILES): N[C@@H](CC[O-])C(=O)[O-]
DFT total energy: -11890.9996 eV

---

Computed, not measured: a 2-piece molecular cluster, C6H6F2O6 overall in a non-equilibrium geometry, with ωB97M-V/def2-TZVPD.

Structure (ORCA input):
```
! wB97M-V def2-TZVPD RIJCOSX def2/J DEFGRID3
* xyz 1 2
C -5.185 35.557 -8.180
C -4.753 35.969 -6.673
O -4.368 34.718 -6.119
C -4.220 33.826 -7.073
O -3.866 32.695 -6.818
O -4.506 34.371 -8.319
F -5.670 36.568 -5.883
H -4.988 36.269 -8.981
H -6.232 35.255 -8.130
H -3.845 36.570 -6.724
C -5.188 33.305 -12.030
C -4.381 32.138 -11.503
O -5.058 31.061 -11.917
C -5.675 31.369 -13.015
O -6.152 30.589 -13.814
O -5.883 32.689 -13.027
F -4.314 32.079 -10.119
H -4.410 33.975 -12.395
H -5.836 33.491 -11.173
H -3.367 32.030 -11.889
*
```

⟨S²⟩: 0.75
Relative energy (zero: lowest compared OMol25 entry of this formula, charge and spin): 52.6 kJ/mol
Frontier orbital gap (spin up / spin down): 8.6 / 2.3 eV
DFT total energy: -24026.6325 eV

---

Computed, not measured: C27H28BrF4KNO2PS3 as an isolated structure, with ωB97M-V/def2-TZVPD.

Structure (ORCA input):
```
! wB97M-V def2-TZVPD RIJCOSX def2/J DEFGRID3
* xyz 0 1
K 1.006 0.982 -0.347
C 4.982 2.431 -0.020
C 4.250 3.600 0.645
S 2.479 3.619 0.295
C 1.743 3.765 1.945
C 2.138 2.739 3.016
S 1.803 1.001 2.607
C 3.382 0.187 2.911
C 4.597 0.671 2.119
S 4.359 0.770 0.327
H 4.917 2.521 -1.106
H 6.044 2.475 0.234
H 4.414 3.581 1.722
H 4.696 4.528 0.282
H 1.952 4.760 2.344
H 0.672 3.719 1.737
H 3.196 2.832 3.265
H 1.584 2.980 3.924
H 3.620 0.239 3.975
H 3.179 -0.862 2.686
H 4.908 1.653 2.473
H 5.424 -0.011 2.325
N 1.094 1.339 -3.173
C 0.392 2.632 -3.371
C -1.031 2.560 -2.838
C -1.025 2.265 -1.338
O -0.355 3.017 -0.586
O -1.607 1.216 -0.966
H 2.026 1.398 -3.566
H 0.611 0.607 -3.684
H 0.383 2.937 -4.423
H 0.924 3.394 -2.799
H -1.597 1.777 -3.348
H -1.527 3.517 -3.015
F -0.063 -7.042 0.133
C -0.318 -5.738 0.060
C -1.614 -5.279 0.194
F -2.601 -6.148 0.397
C -1.865 -3.919 0.116
F -3.137 -3.542 0.267
C -0.866 -2.982 -0.096
P -1.198 -1.160 -0.339
C -2.391 -1.408 -1.705
C -1.814 -1.714 -2.937
C -2.599 -1.882 -4.067
C -3.976 -1.731 -3.982
C -4.556 -1.427 -2.758
C -3.769 -1.269 -1.626
C -2.115 -0.847 1.224
C -1.742 -1.544 2.374
C -2.314 -1.254 3.603
C -3.276 -0.261 3.704
C -3.642 0.451 2.572
C -3.058 0.173 1.344
C 0.434 -3.479 -0.213
Br 1.944 -2.348 -0.457
C 0.710 -4.834 -0.141
F 1.951 -5.311 -0.253
H -0.736 -1.831 -3.008
H -2.133 -2.127 -5.014
H -4.593 -1.851 -4.863
H -5.630 -1.318 -2.681
H -4.240 -1.050 -0.677
H -0.990 -2.323 2.320
H -2.006 -1.811 4.479
H -3.733 -0.040 4.660
H -4.381 1.239 2.639
H -3.316 0.766 0.479
*
```

Relative energy (zero: lowest compared OMol25 entry of this formula, charge and spin): 0.0 kJ/mol
Frontier orbital gap: 8.0 eV
DFT total energy: -173071.8080 eV